# C54H118F3N6O3S

A structure of composition C54H118F3N6O3S (ωB97M-V/def2-TZVPD, the Open Molecules 2025 dataset).

Geometry as XYZ:
```
185
C54H118F3N6O3S, DFT ωB97M-V/def2-TZVPD
C -2.725 2.394 1.154
C -1.358 2.923 0.671
C -0.362 3.018 1.840
N 1.064 3.530 1.458
C 1.831 2.398 0.849
C 1.023 4.794 0.554
C 0.905 5.963 1.534
C 1.423 5.459 2.968
C 1.870 4.074 2.683
H -3.176 2.867 2.026
H -2.555 1.331 1.326
H -3.416 2.477 0.315
H -1.605 3.912 0.285
H -0.971 2.449 -0.231
H -0.267 2.020 2.267
H -0.648 3.690 2.649
H 2.864 2.653 0.610
H 1.256 2.106 -0.030
H 1.920 1.638 1.625
H 2.015 4.864 0.108
H 0.340 4.781 -0.295
H 1.323 6.927 1.245
H -0.175 6.097 1.580
H 2.226 6.067 3.384
H 0.604 5.440 3.687
H 2.908 4.123 2.353
H 1.894 3.297 3.446
C 0.121 -3.724 -2.549
C -0.564 -2.390 -2.915
C -0.291 -2.078 -4.396
N -1.430 -1.208 -5.029
C -1.704 0.115 -4.209
C -0.534 1.110 -4.464
C -0.243 1.257 -6.026
C 0.040 -0.037 -6.730
C -1.116 -1.062 -6.588
C -2.846 -1.868 -4.963
H -0.197 -4.629 -3.066
H 0.203 -4.038 -1.508
H 1.191 -3.568 -2.686
H -0.251 -1.609 -2.222
H -1.573 -2.704 -2.649
H -0.227 -2.927 -5.077
H 0.634 -1.512 -4.505
H -1.828 -0.164 -3.163
H -2.627 0.527 -4.616
H 0.385 0.739 -4.012
H -0.766 2.067 -3.996
H 0.492 2.016 -6.296
H -1.081 1.714 -6.553
H 1.037 -0.306 -6.381
H 0.092 0.228 -7.786
H -0.748 -2.014 -6.972
H -2.056 -0.697 -7.000
H -3.220 -1.901 -3.939
H -2.648 -2.880 -5.315
H -3.531 -1.272 -5.566
C 4.755 -8.348 0.845
C 3.484 -7.421 1.054
C 3.851 -5.914 1.098
N 2.620 -5.008 1.405
C 1.265 -5.510 0.783
C 0.082 -4.475 1.062
C 0.546 -3.047 0.585
C 1.924 -2.549 1.126
C 3.032 -3.632 0.904
C 2.441 -5.124 2.978
H 5.323 -8.088 -0.048
H 4.357 -9.362 0.801
H 5.431 -8.244 1.693
H 2.946 -7.747 1.944
H 2.813 -7.603 0.215
H 4.208 -5.587 0.122
H 4.635 -5.649 1.808
H 1.333 -5.587 -0.302
H 0.939 -6.474 1.174
H -0.812 -4.766 0.511
H -0.206 -4.437 2.113
H 0.553 -3.005 -0.504
H -0.233 -2.357 0.910
H 2.128 -1.565 0.703
H 1.813 -2.444 2.205
H 3.543 -3.451 -0.042
H 3.815 -3.397 1.626
H 3.367 -4.838 3.477
H 2.214 -6.125 3.344
H 1.598 -4.506 3.288
C 0.601 -0.532 2.556
C -0.588 -0.462 3.536
C -1.349 0.912 3.500
N -2.361 1.234 4.640
C -3.090 2.599 4.450
C -3.898 3.080 5.669
C -3.098 3.050 6.954
C -2.505 1.640 7.217
C -1.603 1.286 6.006
C -3.398 0.074 4.734
H 1.063 0.453 2.488
H 0.373 -0.874 1.546
H 1.333 -1.268 2.890
H -0.219 -0.684 4.538
H -1.223 -1.261 3.153
H -2.065 0.870 2.678
H -0.657 1.736 3.326
H -2.263 3.290 4.289
H -3.663 2.531 3.526
H -4.202 4.091 5.397
H -4.844 2.538 5.655
H -2.261 3.745 6.907
H -3.755 3.361 7.766
H -1.847 1.756 8.077
H -3.263 0.887 7.432
H -0.719 1.911 5.882
H -1.235 0.273 6.174
H -4.076 -0.070 3.893
H -4.128 0.324 5.504
H -2.944 -0.889 4.969
C 4.749 0.797 -1.133
C 3.369 1.390 -1.647
C 3.670 2.844 -2.156
N 2.426 3.634 -2.743
C 2.991 4.763 -3.690
C 1.865 5.586 -4.360
C 0.974 4.667 -5.128
C 0.429 3.533 -4.315
C 1.573 2.697 -3.623
C 1.569 4.248 -1.552
H 5.289 1.513 -0.513
H 5.356 0.463 -1.975
H 4.482 -0.091 -0.560
H 2.684 1.327 -0.802
H 2.832 0.808 -2.396
H 4.244 2.646 -3.062
H 4.188 3.606 -1.574
H 3.496 4.144 -4.431
H 3.693 5.311 -3.063
H 2.240 6.368 -5.021
H 1.342 6.203 -3.629
H 1.405 4.442 -6.104
H 0.096 5.245 -5.419
H -0.012 2.959 -5.129
H -0.458 3.653 -3.693
H 2.144 2.216 -4.418
H 1.144 1.906 -3.008
H 2.270 4.851 -0.976
H 1.176 3.372 -1.036
H 0.721 4.755 -2.011
C -3.330 1.313 -1.610
C -2.982 -0.156 -1.436
C -2.214 -0.304 -0.116
N -2.126 -1.804 0.315
C -1.202 -1.676 1.608
C -1.179 -2.892 2.474
C -2.584 -3.319 2.957
C -3.430 -3.529 1.673
C -3.514 -2.394 0.618
C -1.453 -2.749 -0.773
H -3.856 1.804 -0.791
H -3.638 1.525 -2.634
H -2.377 1.836 -1.528
H -2.348 -0.590 -2.209
H -3.912 -0.724 -1.460
H -2.807 0.172 0.665
H -1.231 0.145 -0.253
H -1.505 -0.829 2.224
H -0.201 -1.481 1.223
H -0.567 -2.660 3.346
H -0.640 -3.770 2.117
H -2.994 -2.613 3.679
H -2.521 -4.222 3.564
H -4.453 -3.787 1.949
H -2.993 -4.432 1.246
H -4.119 -1.609 1.072
H -4.002 -2.729 -0.298
H -0.437 -2.357 -0.812
H -1.924 -2.558 -1.736
H -1.424 -3.812 -0.530
C 0.433 0.712 -1.620
F -0.823 0.197 -1.945
F 1.237 0.400 -2.568
F 0.389 2.013 -1.534
S 0.941 -0.089 0.061
O 0.681 -1.498 -0.112
O 2.354 0.306 0.189
O 0.003 0.490 1.040
```

F_max   14.62 eV/Å
Net charge   +5
Energy relative to the best compared isomer or geometry (same formula, charge and spin)   4712.39 kJ/mol
HOMO-LUMO gap   9.7 eV

Atomic partial charges in e from the Mulliken method, atoms 1 to 5: -0.831 0.778 -1.024 1.261 -0.688